# 1
{"formula": "C3H7F2P", "method": "the ωB97M-V functional and the def2-TZVPD basis", "homo_ev": -9.393, "de_lowest_kj_mol": 327.7, "gap_ha": 0.365, "elements": ["C", "C", "C", "F", "F", "P", "H", "H", "H", "H", "H", "H", "H"], "coordinates": [[-1.0616, -1.6654, -0.4259], [-1.2334, -0.7516, 0.5015], [2.7558, 0.2250, -0.7000], [-0.2184, -0.3353, 1.2832], [3.5021, -0.7573, -0.1608], [1.8603, 1.3035, 0.2041], [-0.1022, -2.1241, -0.5912], [-2.9244, 2.8002, 0.1059], [-1.8832, -1.9810, -1.0394], [-2.1525, -0.2341, 0.7372], [2.8062, 0.2104, -1.7789], [-3.5833, 2.5296, 0.4205], [2.2345, 0.7801, 1.4441]], "nbo_charge": [-0.495, 0.238, -0.142, -0.345, -0.343, 0.331, 0.217, 0.005, 0.217, 0.172, 0.181, -0.005, -0.032]}

# 2
{"formula": "C22H27ClN4O", "method": "the ωB97M-V functional and the def2-TZVPD basis", "homo_ev": -8.259, "smiles": "CC(C)n1cc([C@@H]2C[C@H]3CN(Cc4cccc(Cl)c4)C(=O)[C@]34CCCN24)cn1", "gap_ha": 0.325, "elements": ["C", "C", "C", "N", "C", "C", "C", "C", "C", "C", "N", "C", "C", "C", "C", "C", "C", "Cl", "C", "C", "O", "C", "C", "C", "C", "N", "C", "N", "H", "H", "H", "H", "H", "H", "H", "H", "H", "H", "H", "H", "H", "H", "H", "H", "H", "H", "H", "H", "H", "H", "H", "H", "H", "H", "H"], "coordinates": [[-7.0461, -0.6273, 0.5984], [-5.8394, -1.4594, 1.0270], [-6.1735, -2.9496, 1.0474], [-4.7463, -1.2252, 0.1105], [-3.5239, -0.7334, 0.3905], [-2.8161, -0.6888, -0.7954], [-1.4173, -0.2256, -1.0794], [-0.3905, -0.8449, -0.1195], [-0.3189, 0.1373, 1.0548], [1.0860, 0.2789, 1.6437], [1.6486, 1.4046, 0.9398], [3.0714, 1.6404, 0.9161], [3.7700, 0.5723, 0.1137], [3.3669, 0.3328, -1.1958], [3.9674, -0.6667, -1.9384], [4.9776, -1.4396, -1.3894], [5.3755, -1.1956, -0.0860], [6.6346, -2.1523, 0.6173], [4.7773, -0.2010, 0.6709], [0.7628, 2.1373, 0.2324], [1.0353, 3.1355, -0.3961], [-0.6204, 1.4864, 0.3881], [-1.5934, 2.4577, 1.0653], [-2.1299, 3.2266, -0.1396], [-2.2610, 2.1410, -1.2102], [-1.1838, 1.2065, -0.9293], [-3.7303, -1.1842, -1.7423], [-4.8789, -1.5028, -1.1814], [-7.3342, -0.9078, -0.4110], [-6.8020, 0.4327, 0.6086], [-7.8815, -0.8009, 1.2708], [-5.4995, -1.1403, 2.0194], [-7.0011, -3.1407, 1.7247], [-6.4493, -3.2689, 0.0461], [-5.3125, -3.5294, 1.3729], [-3.2562, -0.4608, 1.3916], [-1.1930, -0.5009, -2.1190], [0.5815, -0.8874, -0.6133], [-0.6739, -1.8505, 0.1878], [-1.0458, -0.1177, 1.8263], [1.0529, 0.4875, 2.7216], [1.6936, -0.6176, 1.4849], [3.4596, 1.6748, 1.9392], [3.2089, 2.6185, 0.4434], [2.5824, 0.9380, -1.6252], [3.6515, -0.8481, -2.9545], [5.4516, -2.2199, -1.9633], [5.1009, -0.0305, 1.6866], [-1.1026, 3.1014, 1.7939], [-2.3945, 1.9042, 1.5604], [-3.0746, 3.7298, 0.0588], [-1.3869, 3.9595, -0.4515], [-2.1441, 2.5457, -2.2193], [-3.2429, 1.6520, -1.1472], [-3.5838, -1.3159, -2.7960]], "nbo_charge": [-0.612, -0.028, -0.612, -0.161, -0.059, -0.163, -0.043, -0.391, -0.226, -0.201, -0.431, -0.243, -0.036, -0.214, -0.188, -0.237, -0.050, 0.003, -0.186, 0.693, -0.633, 0.037, -0.393, -0.417, -0.216, -0.435, -0.039, -0.278, 0.229, 0.213, 0.211, 0.200, 0.211, 0.228, 0.213, 0.212, 0.204, 0.214, 0.223, 0.212, 0.188, 0.204, 0.200, 0.254, 0.231, 0.220, 0.228, 0.215, 0.219, 0.196, 0.211, 0.231, 0.200, 0.185, 0.207]}

# 3
{"formula": "C15H5Cl6F3NO", "method": "the ωB97M-V functional and the def2-TZVPD basis", "homo_ev": -3.664, "de_lowest_kj_mol": 0.0, "gap_ha": 0.203, "charge": -1, "elements": ["Cl", "C", "Cl", "C", "O", "C", "Cl", "C", "Cl", "C", "Cl", "C", "Cl", "F", "C", "F", "F", "C", "C", "C", "C", "C", "C", "N", "C", "C", "H", "H", "H", "H", "H"], "coordinates": [[1.5042, -0.4620, -1.3227], [3.5671, 2.7552, 1.6163], [4.4391, 2.7438, 0.1707], [2.2146, 3.3644, 1.5827], [1.5526, 3.4267, 0.5487], [1.6486, 3.6472, 2.9214], [0.1420, 4.4802, 2.9790], [2.1471, 2.9782, 4.0307], [1.2991, 3.0927, 5.5378], [3.1647, 1.9820, 3.8852], [3.4713, 0.8969, 5.1836], [3.7944, 1.8274, 2.6304], [4.6737, 0.3857, 2.3229], [-5.4697, -1.9829, -1.4017], [-4.7054, -0.9789, -1.9149], [-5.1353, -0.7621, -3.1928], [-4.9752, 0.1605, -1.1979], [-3.2546, -1.3293, -1.8847], [-2.4371, -0.8198, -2.8676], [-1.0929, -1.1292, -2.8539], [-0.5543, -2.0139, -1.9070], [0.9654, -2.0879, -1.8304], [1.4565, -3.1501, -0.9216], [1.9882, -3.9479, -0.2504], [-1.3914, -2.4572, -0.8787], [-2.7561, -2.1576, -0.9044], [-2.8312, -0.1028, -3.5771], [-0.4135, -0.6182, -3.5399], [1.4053, -2.2786, -2.8214], [-0.9936, -3.0011, -0.0252], [-3.4235, -2.4618, -0.1173]], "nbo_charge": [0.047, -0.237, 0.010, 0.432, -0.660, -0.217, -0.004, -0.049, -0.001, -0.218, -0.008, -0.058, 0.013, -0.327, 0.979, -0.329, -0.324, -0.159, -0.186, -0.132, -0.044, -0.329, 0.264, -0.281, -0.196, -0.161, 0.232, 0.217, 0.261, 0.235, 0.231]}

# 4
{"formula": "C2H5B", "method": "the ωB97M-V functional and the def2-TZVPD basis", "homo_ev": -10.608, "smiles": "BC=C", "de_lowest_kj_mol": 74.9, "gap_ha": 0.384, "elements": ["B", "C", "C", "H", "H", "H", "H", "H"], "coordinates": [[-0.0433, 0.8636, 0.9900], [-0.3847, -0.2989, 0.0766], [0.2540, -0.7288, -1.0227], [1.0346, 1.1064, 1.0522], [-0.9617, 1.5211, 1.4021], [-1.4206, -0.4397, 0.0209], [-0.0685, -1.4436, -1.8095], [1.2660, -0.5739, -1.4203]], "nbo_charge": [0.426, -0.582, -0.242, -0.099, -0.079, 0.203, 0.187, 0.186]}

# 5
{"formula": "C4H14NO2S", "method": "the ωB97M-V functional and the def2-TZVPD basis", "homo_ev": [2.976, -0.598], "de_lowest_kj_mol": 45.7, "gap_ha": [0.097, 0.228], "charge": -2, "multiplicity": 2, "elements": ["C", "N", "C", "C", "S", "C", "H", "H", "H", "H", "H", "H", "H", "H", "H", "H", "H", "H", "O", "H", "H", "O"], "coordinates": [[2.3122, -0.9245, 1.0657], [1.7731, 0.4419, 1.2489], [1.8556, 1.2962, -0.0043], [0.9757, 1.0273, -1.2103], [2.0511, 0.6052, -2.6622], [1.2155, -1.9208, 0.6041], [2.6138, -1.2631, 2.0688], [3.1415, -0.9062, 0.3739], [0.7743, 0.4393, 1.5419], [1.5521, 2.3056, 0.3839], [2.9354, 1.1817, -0.1883], [0.3700, 0.1215, -0.9069], [0.3269, 1.8220, -1.5182], [1.5766, -2.5955, -0.1587], [0.3305, -1.3710, 0.2920], [0.8550, -2.5534, 1.4475], [-5.0187, -0.5502, 1.9710], [-5.7871, 0.0795, 3.0399], [-5.9525, -0.3037, 2.1423], [-2.5778, 0.8448, -2.3769], [-2.4662, 1.4457, -3.8624], [-2.8572, 0.7778, -3.2918]], "nbo_charge": [-0.226, -0.651, -0.231, -0.560, -0.768, -0.662, 0.162, 0.203, 0.330, 0.166, 0.198, 0.177, 0.184, 0.204, 0.207, 0.181, 0.267, 0.255, -1.391, 0.475, 0.470, -0.988]}

no.,electronic energy (eV)
1,-17944.7651
2,-43783.6198
3,-102462.1597
4,-2828.9995
5,-20792.1795